Here is C25H22BCuGeN5O4 as an isolated structure from OMol25. Energies are from ωB97M-V/def2-TZVPD.

Structure (XYZ):
```
59
Properties=species:S:1:pos:R:3:forces:R:3
Cu 12.218 5.259 12.751 -0.7 1.5 0.7
B 14.037 7.454 14.830 -0.3 0.0 0.4
N 12.477 7.178 15.098 2.9 -2.6 -1.1
C 11.675 8.000 15.650 -3.0 2.2 1.1
C 10.352 7.417 15.578 0.3 0.6 0.0
C 10.517 6.176 14.991 2.0 0.5 0.8
N 11.873 6.007 14.766 -1.4 -0.3 -1.5
N 14.791 6.261 14.186 -0.8 -2.0 -1.5
C 16.124 5.909 14.198 -2.8 1.9 1.2
C 16.380 5.072 13.185 0.8 -1.0 -2.1
C 15.136 4.826 12.544 0.3 0.4 -0.2
N 14.170 5.543 13.117 1.5 0.5 1.3
H 14.515 7.704 15.880 0.4 0.0 0.5
H 14.116 8.403 14.120 -0.1 0.3 -0.5
H 12.035 8.995 16.061 -0.6 -1.6 -0.7
H 9.397 7.858 15.824 0.2 0.1 0.3
H 9.827 5.369 14.768 0.2 0.4 0.1
H 16.752 6.342 14.958 0.1 0.1 -0.1
H 17.407 4.915 12.834 -0.7 -0.7 0.2
H 14.870 4.215 11.670 0.4 0.2 0.5
O 11.172 7.912 6.604 0.4 2.0 -2.2
C 10.476 6.960 6.883 -1.9 -2.2 1.4
O 9.386 6.419 6.531 1.6 1.1 -0.1
C 11.052 6.479 8.219 -0.1 0.1 0.7
C 12.422 6.566 8.529 0.6 -0.4 -3.1
C 12.876 6.261 9.766 -1.0 -0.8 1.7
N 11.976 5.928 10.780 0.6 0.1 -0.3
C 10.650 5.979 10.501 0.5 0.1 -0.1
C 10.154 6.260 9.254 0.4 -0.2 -0.6
C 9.644 5.618 11.570 0.9 0.1 0.4
O 8.464 5.982 11.423 0.7 0.3 0.6
O 10.159 5.002 12.558 0.5 -0.2 0.0
H 13.120 6.723 7.612 -1.1 0.0 2.0
H 13.944 6.219 9.969 -0.3 0.0 0.4
H 9.097 6.191 9.030 0.3 0.0 0.0
Ge 9.124 8.932 11.632 -2.9 2.9 -0.5
C 7.655 9.251 10.351 0.9 -3.4 -1.3
C 7.360 8.126 9.509 0.4 -0.5 -0.6
C 6.752 8.326 8.251 -0.9 -0.6 0.9
C 6.145 9.548 7.950 1.1 -0.4 -0.5
C 6.405 10.616 8.786 -1.3 1.1 0.7
C 7.162 10.456 9.952 -0.2 2.1 0.0
C 10.345 10.558 11.638 4.3 -4.3 -0.6
C 9.925 11.775 11.886 -2.0 3.4 1.1
C 10.759 12.856 12.322 -0.6 -0.6 -0.5
C 12.111 12.659 12.325 0.7 -1.2 -0.4
C 12.642 11.385 11.955 -0.7 -0.3 0.0
C 11.776 10.357 11.628 -0.1 -1.3 -0.2
H 8.256 8.887 12.912 1.0 -1.0 0.5
H 7.667 7.081 9.807 -0.4 1.7 -0.4
H 6.595 7.488 7.562 0.3 0.2 0.4
H 5.604 9.644 7.004 0.1 0.2 0.5
H 5.874 11.590 8.625 0.8 -0.9 0.1
H 7.299 11.328 10.601 0.0 -0.1 -0.4
H 8.880 11.988 11.767 -0.5 0.2 0.3
H 10.289 13.798 12.636 0.3 -0.5 -0.4
H 12.811 13.436 12.547 0.1 0.4 0.4
H 13.706 11.120 11.967 -0.4 0.6 0.0
H 12.220 9.342 11.345 -0.7 1.5 0.5
```
Positions in Å, forces in eV/Å.

Values from the calculation:
Kohn-Sham gap (alpha / beta)	3.963 / 3.963	eV
spin multiplicity	2
strongest force on any atom	6.10	eV/Å
⟨S²⟩	0.75
LUMO (alpha / beta)	-4.031 / -4.032	eV
M	603.45	g mol⁻¹
HOMO (alpha / beta)	-7.99 / -8.00	eV
total energy	-143748.97783	eV